# 1
C19H43CrFN3O5 as an isolated structure, computed with ωB97M-V/def2-TZVPD.

Geometry as XYZ:
```
72
Properties=species:S:1:pos:R:3:mulliken_spin:R:1
H -9.519 25.515 23.292 -0.007
H -12.150 26.340 19.994 0.013
H -12.497 25.776 23.054 0.007
C -12.090 20.339 18.608 0.002
F -9.563 23.907 20.921 0.010
O -13.608 23.770 22.254 -0.019
C -11.219 21.963 23.989 0.025
C -15.233 22.025 22.567 0.000
H -15.156 22.850 24.614 0.000
C -14.904 21.958 24.048 0.000
C -15.484 25.459 20.971 0.004
H -13.145 25.138 19.508 -0.052
H -17.389 21.789 23.273 0.000
H -11.805 19.291 18.614 0.000
H -9.938 23.931 24.970 0.001
H -11.427 26.594 22.148 0.003
H -17.005 21.565 20.310 0.000
H -11.704 23.445 17.526 -0.003
O -9.937 20.989 19.371 0.009
C -15.503 23.924 20.917 -0.014
H -14.266 27.543 15.923 0.000
C -14.930 23.401 19.593 0.024
N -11.599 25.686 22.574 0.027
C -11.738 25.484 18.240 -0.007
C -10.639 26.701 24.603 0.005
H -11.647 24.246 24.955 -0.002
C -14.434 20.966 21.792 -0.003
C -14.596 27.359 16.952 0.000
H -15.137 21.019 24.563 0.000
N -12.170 25.378 19.671 0.013
C -11.150 21.180 19.464 0.006
H -17.601 24.256 21.567 0.000
H -12.079 20.746 17.594 0.000
O -10.856 23.148 23.346 -0.001
H -14.477 25.884 20.900 0.006
H -14.597 19.981 22.246 0.000
H -15.315 22.407 19.357 0.001
H -15.332 24.003 18.763 0.001
N -14.956 23.397 22.147 0.011
H -18.478 22.103 21.092 0.000
H -13.612 24.912 17.293 0.001
O -11.709 22.092 20.176 -0.061
H -12.065 22.120 24.669 -0.001
H -11.051 26.322 18.099 -0.001
H -12.534 25.914 16.275 0.001
H -11.614 26.725 25.101 0.000
H -11.515 21.187 23.293 -0.010
C -17.012 23.646 20.876 0.000
H -9.913 26.532 25.406 -0.002
H -15.332 26.542 16.913 0.000
C -12.897 25.748 17.298 -0.001
C -16.727 21.679 22.403 0.000
H -16.128 25.900 20.207 0.000
H -10.433 27.651 24.116 0.000
H -10.422 24.497 16.880 0.001
H -10.303 23.874 18.555 -0.009
O -13.524 26.938 17.764 -0.001
H -16.782 20.578 22.363 0.000
H -15.827 25.808 21.949 0.000
H -13.372 21.205 21.855 0.015
H -14.717 20.893 20.744 0.000
H -15.046 28.229 17.420 0.000
H -13.813 21.887 24.070 0.002
C -10.767 24.184 24.289 0.007
C -17.389 22.181 21.132 0.000
H -13.848 23.389 19.499 0.013
H -17.445 23.823 19.882 0.000
C -10.983 24.227 17.779 0.043
Cr -11.537 23.901 21.328 3.955
C -10.560 25.533 23.622 -0.016
H -13.111 20.483 18.971 0.000
H -10.412 21.651 24.670 0.002
```

Results
Expectation value of S²   6.008
Frontier orbital gap (alpha / beta)   5.27 / 5.84 eV
HOMO energy (alpha / beta)   -2.75 / -3.34 eV
Multiplicity   5
Net charge   -1

# 2
C19H43HfOP3SSe as an isolated structure, computed with ωB97M-V/def2-TZVPD.

Geometry as XYZ:
```
69
Properties=species:S:1:pos:R:3:lowdin_charge:R:1
C -0.106 2.900 2.413 -0.200
H -1.417 -3.944 -0.093 0.041
H -2.786 1.538 2.057 0.035
H -0.191 1.213 4.866 0.099
C -2.589 1.621 -1.120 -0.228
C -3.354 -1.109 -0.670 -0.222
H 1.843 -3.343 2.070 0.041
C 0.920 3.365 -2.487 0.050
P -0.409 -2.512 1.624 0.786
C -0.663 -4.076 0.686 -0.245
H 4.850 -0.248 1.464 0.092
H 1.370 -2.221 3.301 0.024
H 0.900 1.841 -1.051 -0.040
C 4.501 -0.626 -1.291 -0.177
C -0.320 -0.448 -3.740 -0.576
C 2.153 1.282 3.062 -0.237
H 0.454 3.530 3.124 0.088
H -2.089 1.439 -2.081 0.043
C -1.965 0.477 -5.184 -0.014
H -0.942 -4.977 1.255 0.094
H 2.322 2.157 3.693 0.089
H -3.515 -1.888 0.090 0.052
H 1.691 0.680 -3.730 0.119
C -0.389 0.576 3.990 -0.221
H 0.818 -3.896 3.423 0.097
H 0.072 3.275 1.397 0.006
H -1.327 2.268 -6.201 0.138
H -4.298 0.954 1.262 0.089
C 0.210 1.539 -4.953 -0.063
Se 0.048 -1.542 -2.215 0.951
C -1.898 -2.518 2.750 -0.225
H 1.495 2.834 -3.259 0.056
C -1.634 -0.462 -4.222 -0.099
H -2.814 -2.383 2.156 0.032
H -2.838 -1.561 -1.526 0.008
H 5.352 -1.289 -1.452 0.100
C -1.081 1.497 -5.481 -0.016
C -3.273 0.680 1.560 -0.207
H -2.075 -3.414 3.387 0.101
Hf 0.260 -0.049 0.141 1.158
H -2.865 0.453 -5.765 0.135
H 0.238 -4.315 0.118 0.052
P 0.470 1.129 2.455 0.728
H -1.871 -1.663 3.443 0.022
H -3.665 1.760 -1.275 0.088
C 0.993 -3.065 2.710 -0.241
H -1.181 3.018 2.632 0.065
H 3.980 -0.547 -2.239 0.061
H -0.060 -0.432 4.264 0.041
S 3.379 -1.427 -0.107 1.034
H -3.292 -0.185 2.246 0.040
H -2.166 2.531 -0.684 0.048
H 5.247 -1.975 1.286 0.100
H 2.390 0.395 3.649 0.062
H 3.813 -1.517 2.218 0.056
P -2.347 0.240 0.029 0.658
H 0.781 4.388 -2.850 0.110
H 0.134 3.310 -0.389 0.042
H 4.816 0.367 -0.969 0.094
H 0.350 0.056 -1.946 -0.083
H -4.312 -0.692 -1.013 0.089
C 0.585 2.866 -1.290 -0.070
H -2.245 -1.238 -3.771 0.101
H 0.782 2.460 -5.255 0.148
C 0.665 0.523 -4.110 -0.124
C 4.429 -1.252 1.352 -0.199
O 2.300 -0.206 0.170 -0.751
H 2.840 1.313 2.216 0.033
H -1.475 0.549 3.860 0.038
```

Results
Frontier orbital gap   5.33 eV
HOMO energy   -20.14 eV
Net charge   +4

# 3
C19H43LaOP3Se as an isolated structure, computed with ωB97M-V/def2-TZVPD.

Geometry as XYZ:
```
68
Properties=species:S:1:pos:R:3:lowdin_charge:R:1
C -3.630 -1.256 0.870 -0.245
H -0.439 3.469 -2.132 0.026
H -3.636 0.568 -1.793 -0.012
C -0.061 -0.923 -5.029 -0.132
C -0.979 -4.675 0.072 -0.075
H 2.800 3.305 0.273 0.043
P -2.874 0.385 0.518 0.691
P 0.391 3.008 0.109 0.656
O 0.162 0.551 2.512 -0.302
C -0.540 -3.243 -5.573 -0.048
H 0.411 -1.846 -6.934 0.124
C -0.691 -1.075 -3.763 -0.684
C 0.635 1.086 4.888 -0.041
C -0.845 4.006 1.016 -0.232
C -0.016 -1.988 -5.935 -0.053
C 4.192 0.106 1.644 -0.176
H 2.027 3.428 1.880 0.032
La 0.083 0.216 -0.114 1.274
H 4.143 -0.825 -1.697 0.106
C 3.324 -0.250 -1.220 -0.180
C 0.370 3.866 -1.504 -0.255
H -2.979 2.130 2.232 0.022
H 0.474 -4.541 1.632 0.037
H 0.220 4.937 -1.311 0.070
H 1.327 3.710 -2.018 0.063
H 4.018 -0.258 2.666 0.086
H -4.535 -1.377 0.259 0.066
H 0.474 2.484 3.205 0.090
H -1.468 -4.411 -4.000 0.117
H -1.531 -2.507 -2.384 0.072
C -3.626 1.300 1.923 -0.255
H -3.998 2.050 -0.873 0.059
C -0.588 -4.526 1.349 -0.082
H -0.538 -4.068 -6.292 0.122
H 1.108 1.835 5.532 0.108
C 3.357 -2.569 0.582 -0.167
H -0.730 5.047 0.687 0.074
C -3.995 0.952 -0.827 -0.287
H -0.271 -0.121 3.058 0.095
H 3.726 -2.910 1.557 0.092
H 2.395 -3.077 0.392 0.064
H 5.267 0.036 1.436 0.098
C 1.931 3.696 0.820 -0.251
H -2.923 -2.067 0.648 0.016
C -1.072 -3.430 -4.288 -0.071
H 3.903 1.166 1.628 0.057
H 1.103 0.122 5.125 0.096
H 2.414 -0.402 -1.835 0.043
H 1.868 -0.560 1.153 -0.045
P 3.140 -0.792 0.502 0.857
Se -1.035 0.486 -2.752 0.579
C -1.122 -2.368 -3.382 -0.151
H -3.752 0.610 2.767 0.048
H -0.430 1.052 5.151 0.102
H 1.904 4.790 0.721 0.081
H 4.069 -2.885 -0.190 0.089
H -0.675 3.940 2.099 0.051
H -4.610 1.694 1.630 0.072
H 0.346 0.046 -5.315 0.099
H -2.032 -4.643 -0.214 0.059
H 3.609 0.811 -1.288 0.082
H -0.253 -4.837 -0.733 0.054
H -5.009 0.583 -0.616 0.068
H -1.308 -4.348 2.160 0.057
C 0.857 1.487 3.443 -0.243
H -3.903 -1.298 1.933 0.052
H 1.912 1.455 3.150 0.093
H -1.864 3.662 0.790 0.043
```

Results
Frontier orbital gap   5.09 eV
HOMO energy   -15.36 eV
Net charge   +3

Taking the records one at a time from the top gives energy relative to the best compared isomer or geometry (same formula, charge and spin) values of 0.0, 20.7, 0.0 kcal per mole.